[1]
DFT (ωB97M-V with the def2-TZVPD basis set) results for a cluster of 2 separate species, C6H10N2 in total at a distorted geometry.

Properties
ΔE to the lowest compared entry with this formula, charge and spin = 254.8 kJ/mol
structure (SMILES) = C/C=C(/N)C#N.C=C
energy = -9361.796 eV
orbital gap = 9.4 eV
max |F| = 2.6 eV/Å

```
! RIJCOSX wB97M-V def2-TZVPD def2/J DEFGRID3
* xyz 0 1
C -1.5194 -1.0774 0.4649
C 1.9396 -1.3333 0.2799
C 2.6426 -0.1823 0.3287
C -0.8520 1.1147 -0.2888
C -0.9281 -0.2296 -0.4710
C -1.6174 1.8132 0.7964
N -1.8935 -1.7638 1.3044
N -0.2794 -0.9191 -1.5821
H 1.8405 -2.0927 1.1039
H 1.3930 -1.5907 -0.6582
H 3.2116 0.1425 1.1654
H 2.5174 0.4893 -0.4938
H -0.4934 1.7208 -1.1475
H -2.2939 1.1189 1.2335
H -2.1020 2.6970 0.4695
H -0.9104 2.1411 1.5876
H -0.1557 -0.1679 -2.2393
H -0.4996 -1.8808 -1.8535
*
```

[2]
DFT (ωB97M-V with the def2-TZVPD basis set) results for a structure of composition C6H10N2 at a distorted geometry.

Properties
ΔE to the lowest compared entry with this formula, charge and spin = 775.8 kJ/mol
energy = -9356.396 eV
orbital gap = 9.6 eV
max |F| = 9.3 eV/Å

```
! RIJCOSX wB97M-V def2-TZVPD def2/J DEFGRID3
* xyz 0 1
C 0.1644 0.3969 0.4354
C 0.4722 -0.6373 1.5795
C 0.0361 -0.8515 -0.3022
C -0.2491 -0.5085 -1.7527
C -0.8465 0.7470 -1.6125
C -1.0315 1.1681 -0.0698
H 1.8189 0.2957 -0.5125
H 2.2646 1.3843 0.8715
H -0.5927 -0.9033 2.1314
H 1.4433 -0.4460 2.1565
H 0.5563 -2.6863 0.5400
H -1.0697 -0.9756 0.1418
H -0.6019 -0.9156 -2.6883
H -1.5082 1.3331 -2.2519
H -1.1577 2.3184 0.1866
H -1.9940 0.7211 0.5116
N 1.3137 1.1256 -0.0592
N 0.9818 -1.5662 0.6948
*
```

[3]
DFT (ωB97M-V with the def2-TZVPD basis set) results for an isolated molecule of C6H10N2 at a distorted geometry.

Properties
ΔE to the lowest compared entry with this formula, charge and spin = 162.8 kJ/mol
structure (SMILES) = [H]/N=C/C(=C)CC(=C)N
energy = -9362.750 eV
orbital gap = 9.0 eV
max |F| = 1.4 eV/Å

```
! RIJCOSX wB97M-V def2-TZVPD def2/J DEFGRID3
* xyz 0 1
C 0.3691 -0.2096 -0.7154
C -0.4864 -1.4507 -0.4603
C 0.3737 0.8829 0.3239
N 0.0212 -2.6511 -0.9278
C 0.5268 2.2609 -0.2107
C -1.6874 -1.4057 0.1337
C 0.2719 0.7554 1.6563
N 1.2317 3.1820 0.3541
H -0.4062 -3.4755 -0.5132
H 1.0370 -2.7029 -0.9331
H 1.2040 4.0366 -0.2128
H 0.0547 0.1944 -1.6867
H 1.4167 -0.5149 -0.8443
H 0.0081 2.4650 -1.1637
H -2.2844 -2.3012 0.2759
H -2.1240 -0.4749 0.4817
H 0.2973 1.6236 2.3107
H 0.1763 -0.2145 2.1316
*
```

[4]
DFT (ωB97M-V with the def2-TZVPD basis set) results for an isolated molecule of C6H10N2 at a distorted geometry.

Properties
ΔE to the lowest compared entry with this formula, charge and spin = 307.5 kJ/mol
structure (SMILES) = CC1=C(C)[C@]2(N)N[C@H]12
energy = -9361.250 eV
orbital gap = 8.4 eV
max |F| = 2.5 eV/Å

```
! RIJCOSX wB97M-V def2-TZVPD def2/J DEFGRID3
* xyz 0 1
C 0.2474 2.0454 0.3844
C 2.3659 -0.6342 -0.2742
N -0.9896 -1.2279 1.0726
C -1.1662 -0.2547 0.0137
C 0.0914 0.6124 0.0398
C 0.9032 -0.4350 -0.1553
N -2.3612 0.0722 -0.6293
C -0.2067 -1.4702 -0.1769
H -1.7804 -1.8689 1.1424
H -3.0093 -0.7018 -0.7134
H -2.7517 0.9584 -0.3275
H -0.4158 -2.2518 -0.8896
H 1.2928 2.3397 0.3166
H -0.0981 2.2319 1.4029
H -0.3390 2.6701 -0.2908
H 2.6114 -1.1083 -1.2258
H 2.7137 -1.2936 0.5223
H 2.8923 0.3163 -0.2119
*
```

[5]
DFT (ωB97M-V with the def2-TZVPD basis set) results for an isolated molecule of C6H10N2 at a distorted geometry.

Properties
ΔE to the lowest compared entry with this formula, charge and spin = 289.9 kJ/mol
structure (SMILES) = C#C/C(N)=C(\C)CN
energy = -9361.432 eV
orbital gap = 8.8 eV
max |F| = 4.7 eV/Å

```
! RIJCOSX wB97M-V def2-TZVPD def2/J DEFGRID3
* xyz 0 1
C 1.0891 0.3565 1.1718
C -0.3814 -1.7251 0.7624
C -0.4012 0.3039 -0.7844
C 0.1116 -0.4206 0.2221
N 0.1511 1.4391 -1.3564
N 0.7886 1.7603 1.3900
C -0.9695 -0.6530 -1.7725
C -1.5676 -1.1966 -2.6635
H 0.4061 2.1266 -0.6593
H -0.3751 1.7952 -2.1418
H -0.1202 1.8660 1.8285
H 1.5537 2.2402 1.8519
H 1.1485 -0.1827 2.1279
H 2.0874 0.2985 0.7245
H -1.0936 -1.6131 1.5818
H -0.8304 -2.3351 -0.0179
H 0.4496 -2.3135 1.1558
H -2.0466 -1.7468 -3.4211
*
```

[6]
DFT (ωB97M-V with the def2-TZVPD basis set) results for an isolated molecule of C6H10N2O at a distorted geometry.

Properties
ΔE to the lowest compared entry with this formula, charge and spin = 485.5 kJ/mol
structure (SMILES) = C=NO[C@@H](C)C=C=NC
energy = -11407.056 eV
orbital gap = 9.4 eV
max |F| = 5.9 eV/Å

```
! RIJCOSX wB97M-V def2-TZVPD def2/J DEFGRID3
* xyz 0 1
C 1.7399 -0.1397 -0.1056
C 0.9891 -0.4246 -1.1373
C 2.6527 1.0365 1.6588
C -1.3964 -0.4700 -2.1960
C -2.4877 0.2390 1.6563
C -0.4193 -0.8591 -1.0282
N 2.4902 -0.0786 0.8016
N -2.1971 -0.4088 0.6094
O -0.8502 -0.2898 0.2636
H 1.8270 1.0797 2.2986
H 2.8114 1.8536 0.9459
H -2.3250 -0.6929 -1.8687
H -1.2063 0.6060 -2.2428
H -1.0306 -0.8450 -3.0720
H 3.6111 1.0062 2.2012
H -1.5959 0.5982 2.1764
H -3.3595 -0.0736 2.0963
H 1.2796 -0.2231 -2.2038
H -0.5329 -1.9142 -0.8535
*
```

[7]
DFT (ωB97M-V with the def2-TZVPD basis set) results for an isolated molecule of C6H10N2O at a distorted geometry.

Properties
ΔE to the lowest compared entry with this formula, charge and spin = 495.4 kJ/mol
energy = -11406.953 eV
orbital gap = 7.8 eV
max |F| = 1.4 eV/Å

```
! RIJCOSX wB97M-V def2-TZVPD def2/J DEFGRID3
* xyz 0 1
C 1.1411 1.6581 -0.0549
C -0.2264 1.7553 -0.1033
C 2.1519 0.6554 0.1877
C -1.2839 0.9899 0.4369
C -2.5097 -1.0057 0.8164
C -0.9206 -0.9049 -1.0372
N 2.1484 -0.6140 0.0327
N -1.5682 -0.2086 0.0673
O 3.3130 -1.2875 0.2360
H 1.6362 2.6133 -0.2077
H -0.5747 2.7556 -0.3589
H 3.1255 1.1215 0.4390
H -3.2541 -1.4485 0.1520
H -1.9781 -1.8116 1.3270
H -3.0087 -0.3807 1.5544
H -0.6303 -0.1798 -1.7951
H -0.0136 -1.3932 -0.6752
H -1.5948 -1.6417 -1.4702
H 4.0468 -0.6728 0.4532
*
```

[8]
DFT (ωB97M-V with the def2-TZVPD basis set) results for a structure of composition C6H10N2O at a distorted geometry.

Properties
ΔE to the lowest compared entry with this formula, charge and spin = 627.8 kJ/mol
energy = -11405.581 eV
orbital gap = 9.2 eV
max |F| = 5.5 eV/Å

```
! RIJCOSX wB97M-V def2-TZVPD def2/J DEFGRID3
* xyz 0 1
C 2.3443 -0.6984 0.1266
C -1.4119 -1.2503 -0.0766
C -1.2178 0.2490 -0.7957
C -1.4895 1.4361 0.0264
C -0.2042 1.1166 0.9110
C 0.2491 0.5361 -0.5526
H 2.1542 0.1279 0.9455
H 3.0722 -0.5219 -0.8855
H 2.4285 -1.6628 0.6586
H 0.2926 -2.6090 -0.2110
H -1.6481 0.0347 -1.9038
H -2.7296 1.5239 0.5281
H -1.1980 2.4118 -0.6468
H 0.5653 1.8660 1.6479
H -0.3668 0.1870 1.6368
H 0.6103 1.5225 -1.3197
N 0.9916 -0.6769 -0.5086
N -0.0645 -1.7179 0.1723
O -2.3778 -1.8744 0.2471
*
```

[9]
DFT (ωB97M-V with the def2-TZVPD basis set) results for an isolated molecule of C6H10N2O at a distorted geometry.

Properties
ΔE to the lowest compared entry with this formula, charge and spin = 316.9 kJ/mol
structure (SMILES) = [H]/N=C(\C(=C)OC)N1CC1
energy = -11408.803 eV
orbital gap = 10.3 eV
max |F| = 4.1 eV/Å

```
! RIJCOSX wB97M-V def2-TZVPD def2/J DEFGRID3
* xyz 0 1
C -3.1759 -0.0578 0.2235
C -0.8672 0.2795 -0.0928
C -0.9178 1.5941 -0.2409
C 0.4146 -0.4611 -0.1803
C 2.7788 -0.3539 -0.0275
C 2.3506 0.8828 0.5467
H -3.5276 0.7200 -0.5327
H -3.1836 0.5411 1.1611
H -3.9703 -0.8110 0.2264
H -1.8859 2.1151 -0.0197
H -0.0469 2.2404 -0.4297
H -0.4907 -1.9314 0.1990
H 2.7808 -1.2303 0.6515
H 3.5291 -0.5338 -0.8294
H 2.8607 1.8298 0.3942
H 1.8912 0.7977 1.5179
N 0.4824 -1.6949 0.0408
N 1.4959 0.2570 -0.5139
O -1.9130 -0.6216 -0.0498
*
```

[10]
DFT (ωB97M-V with the def2-TZVPD basis set) results for a cluster of 2 separate species, C6H10N2O2 in total at a distorted geometry.

Properties
ΔE to the lowest compared entry with this formula, charge and spin = 239.8 kJ/mol
structure (SMILES) = C[C@H]1[C@@H](CC#N)N1C=O.O
energy = -13457.456 eV
orbital gap = 10.8 eV
max |F| = 3.0 eV/Å

```
! RIJCOSX wB97M-V def2-TZVPD def2/J DEFGRID3
* xyz 0 1
C -1.4236 -0.8801 -1.1889
C -1.6072 0.3886 -0.4030
C -0.9810 0.6458 0.9531
C -0.2145 -0.4351 1.6844
C 1.0167 -0.0065 2.3639
N 2.0963 0.3590 2.6263
N -0.5333 1.3215 -0.2292
C 0.6491 1.6581 -0.7575
O 1.1948 1.1872 -1.7460
H -0.5142 -1.4303 -0.9219
H -2.2707 -1.5513 -0.9921
H -1.4229 -0.6825 -2.2681
H -2.5827 0.8645 -0.5425
H -1.5259 1.3006 1.6384
H -0.8772 -0.8810 2.4417
H 0.0520 -1.2841 1.0403
H 1.2601 2.2504 -0.0480
O 2.5802 -1.2858 -1.3996
H 1.9218 -0.5988 -1.6113
H 3.1822 -0.9403 -0.6399
*
```

[11]
DFT (ωB97M-V with the def2-TZVPD basis set) results for a cluster of 2 separate species, C6H10N2O2 in total at a distorted geometry.

Properties
ΔE to the lowest compared entry with this formula, charge and spin = 496.5 kJ/mol
structure (SMILES) = C#C[C@@H]1[C@H](C)N1C(=O)O.N
energy = -13454.796 eV
orbital gap = 9.7 eV
max |F| = 6.5 eV/Å

```
! RIJCOSX wB97M-V def2-TZVPD def2/J DEFGRID3
* xyz 0 1
C -0.8763 4.2175 -1.1244
C -0.3350 3.4232 -2.2795
C 0.6869 2.3227 -2.0832
C 1.2063 2.0450 -0.7617
C 1.6274 1.8537 0.3574
N -0.6872 2.0390 -2.4376
C -1.6470 1.3012 -1.7869
N -1.1034 -0.3873 0.7947
O -2.7761 1.7297 -1.6271
H -0.9435 3.6116 -0.2112
H -0.2125 5.0710 -0.9339
H -1.8732 4.6038 -1.3711
H -0.2612 3.9616 -3.2281
H 1.4057 2.1453 -2.8871
H 1.7086 1.4716 1.3612
H -1.9171 0.1514 1.0712
H -0.1412 -0.5340 0.5054
H -1.5117 -1.2136 0.1276
O -1.4163 -0.1412 -2.1417
H -2.2764 -0.5178 -2.3656
*
```

[12]
DFT (ωB97M-V with the def2-TZVPD basis set) results for an isolated molecule of C6H10N2O4 at a distorted geometry.

Properties
ΔE to the lowest compared entry with this formula, charge and spin = 242.2 kJ/mol
structure (SMILES) = O=CN1CCN(C=O)[C@@H](O)[C@H]1O
energy = -17552.220 eV
orbital gap = 10.6 eV
max |F| = 7.6 eV/Å

```
! RIJCOSX wB97M-V def2-TZVPD def2/J DEFGRID3
* xyz 0 1
C 0.7803 0.7349 -0.4490
C -0.5851 1.1442 -0.1039
C -1.1616 -1.1237 0.0883
C 0.2559 -1.1965 0.7371
C 2.5151 -0.9307 -0.0798
C -2.7502 0.3875 -0.6975
H 2.5598 1.3219 -0.4387
H 1.0411 0.6811 -1.5776
H -0.6547 2.1202 -0.6048
H 0.1909 1.6138 1.6368
H -1.3675 -1.9513 -0.5808
H -1.7957 -1.4483 0.9395
H 0.1648 -0.5159 1.5934
H 0.5520 -2.2781 1.1214
H 2.8452 -1.9940 0.2706
H -2.9654 1.3859 -1.3458
N -1.5078 0.1723 -0.5335
N 1.1884 -0.6336 -0.0419
O 1.7232 1.7604 -0.1175
O -0.7022 1.3709 1.3668
O 3.3174 -0.1779 -0.7567
O -3.6439 -0.4432 -0.4264
*
```

- Which of these has the highest max |F|?
  number 2

- Number 5 is which compound?
  C6H10N2

- Which of these has the lowest energy?
  C6H10N2O4